[1]
Computed, not measured: a single CH3N5 molecule at a distorted geometry, with wB97M-V/def2-TZVPD.

Computed properties:
SMILES string: N=c1[nH]nn[nH]1
Energy above the lowest of the compared OMol25 structures with the same formula, charge and spin in eV: 0.728
Net charge: 0
Lowest unoccupied orbital energy in eV: 0.874
Gap between HOMO and LUMO in eV: 9.87
Spin multiplicity: 1
E_HOMO in eV: -9.00

Structure (XYZ):
```
9
CH3N5 | the OMol25 dataset | wB97M-V/def2-TZVPD
N -0.45928 -1.09943 0.10616
N 1.78205 -0.20581 -0.01578
H -0.12896 1.91151 0.12971
H 2.23858 0.68781 -0.10144
N -1.64515 0.61741 -0.05505
H -0.24977 -2.08632 -0.08992
C 0.52236 -0.12385 -0.02714
N -0.34001 0.94181 0.07754
N -1.71983 -0.64313 -0.02407
```


[2]
Computed, not measured: a single CH3N5 molecule at a distorted geometry, with wB97M-V/def2-TZVPD.

Computed properties:
SMILES string: [H]/N=c1/nn[nH][nH]1
Energy above the lowest of the compared OMol25 structures with the same formula, charge and spin in eV: 2.169
Net charge: 0
Lowest unoccupied orbital energy in eV: 0.409
Gap between HOMO and LUMO in eV: 8.82
Spin multiplicity: 1
E_HOMO in eV: -8.41

Structure (XYZ):
```
9
CH3N5 | the OMol25 dataset | wB97M-V/def2-TZVPD
H -2.42914 -0.52579 0.06844
C -0.67397 0.14378 -0.43678
N 0.19806 0.58520 -1.39039
N 1.36098 0.03942 0.28906
H 2.25013 -0.22769 0.68922
N 1.35794 0.51878 -0.93696
N 0.13081 -0.27290 0.64123
N -1.94182 0.01815 -0.63196
H -0.25299 -0.27893 1.70815
```


[3]
Computed, not measured: a single CH3NO2 molecule at a distorted geometry, with wB97M-V/def2-TZVPD.

Computed properties:
SMILES string: C[N+](=O)[O-]
Energy above the lowest of the compared OMol25 structures with the same formula, charge and spin in eV: 3.902
Net charge: 0
Lowest unoccupied orbital energy in eV: 0.343
Gap between HOMO and LUMO in eV: 11.59
Spin multiplicity: 1
E_HOMO in eV: -11.25

Structure (XYZ):
```
7
CH3NO2 | the OMol25 dataset | wB97M-V/def2-TZVPD
O -2.32262 13.05000 -18.32096
N -2.61808 13.46107 -17.22908
C -3.99296 13.21449 -16.71814
H -4.58850 13.97966 -17.22529
H -4.31792 12.20775 -16.95270
H -4.12016 13.44000 -15.66569
O -1.89171 14.09691 -16.48407
```


[4]
Computed, not measured: a single CH3NO2 molecule at a distorted geometry, with wB97M-V/def2-TZVPD.

Computed properties:
SMILES string: O[C@@H]1NO1
Energy above the lowest of the compared OMol25 structures with the same formula, charge and spin in eV: 4.564
Net charge: 0
Lowest unoccupied orbital energy in eV: 0.700
Gap between HOMO and LUMO in eV: 10.27
Spin multiplicity: 1
E_HOMO in eV: -9.57

Structure (XYZ):
```
7
CH3NO2 | the OMol25 dataset | wB97M-V/def2-TZVPD
H -0.13118 -0.88212 1.51620
O -1.12821 -0.13568 -0.07689
O 0.95541 -0.95339 -0.30580
H 1.07178 1.12154 -0.44002
H -1.22034 -0.29151 -1.03481
C -0.02693 -0.58434 0.50914
N 1.36514 0.37492 0.19941
```


[5]
Computed, not measured: a single CH3NO2 molecule at a distorted geometry, with wB97M-V/def2-TZVPD.

Computed properties:
Energy above the lowest of the compared OMol25 structures with the same formula, charge and spin in eV: 7.921
Net charge: 0
Lowest unoccupied orbital energy (spin up / spin down) in eV: -1.360 / -1.361
Gap between HOMO and LUMO (spin up / spin down) in eV: 8.61 / 8.61
Spin multiplicity: 1
E_HOMO (spin up / spin down) in eV: -9.97 / -9.97

Structure (XYZ):
```
7
CH3NO2 | the OMol25 dataset | wB97M-V/def2-TZVPD
H 1.31781 -0.89510 0.80040
O -0.76627 0.66199 -0.97370
H -0.58507 -0.66362 1.12281
C 0.35974 -0.34611 0.70564
H 0.59335 0.61925 1.13706
N 0.22391 -0.26376 -0.67630
O -1.14347 0.88735 -2.11590
```


[6]
Computed, not measured: a single CH3NO2 molecule at a distorted geometry, with wB97M-V/def2-TZVPD.

Computed properties:
SMILES string: O=CNO
Energy above the lowest of the compared OMol25 structures with the same formula, charge and spin in eV: 2.911
Net charge: 0
Lowest unoccupied orbital energy in eV: 0.833
Gap between HOMO and LUMO in eV: 10.65
Spin multiplicity: 1
E_HOMO in eV: -9.81

Structure (XYZ):
```
7
CH3NO2 | the OMol25 dataset | wB97M-V/def2-TZVPD
H 0.98098 -1.31157 -0.03950
H 0.98165 1.33975 -0.22490
O 1.47757 -0.42106 -0.04635
C -0.82052 0.45409 -0.06429
O -1.39888 -0.62247 0.02053
N 0.51939 0.58883 0.14397
H -1.30475 1.47364 -0.15110
```


[7]
Computed, not measured: a single CH3NO2S molecule at a distorted geometry, with wB97M-V/def2-TZVPD.

Computed properties:
SMILES string: O=S1(=O)CN1
Energy above the lowest of the compared OMol25 structures with the same formula, charge and spin in eV: 2.621
Net charge: 0
Lowest unoccupied orbital energy in eV: 0.537
Gap between HOMO and LUMO in eV: 11.13
Spin multiplicity: 1
E_HOMO in eV: -10.59

Structure (XYZ):
```
8
CH3NO2S | the OMol25 dataset | wB97M-V/def2-TZVPD
H -0.63406 -1.84095 0.19933
O 2.12895 0.22803 0.43467
H -1.14667 1.02368 1.13785
N -0.44442 0.38428 0.86486
C -0.46103 -0.78677 -0.12188
H -1.08533 -0.52860 -0.93278
S 0.88610 0.38812 -0.15858
O 0.75645 1.13222 -1.42348
```


[8]
Computed, not measured: a single CH3NO2S molecule at a distorted geometry, with wB97M-V/def2-TZVPD.

Computed properties:
SMILES string: CS(=O)#[N+][O-]
Energy above the lowest of the compared OMol25 structures with the same formula, charge and spin in eV: 3.763
Net charge: 0
Lowest unoccupied orbital energy (spin up / spin down) in eV: -0.757 / -0.758
Gap between HOMO and LUMO (spin up / spin down) in eV: 7.85 / 7.85
Spin multiplicity: 1
E_HOMO (spin up / spin down) in eV: -8.61 / -8.61

Structure (XYZ):
```
8
CH3NO2S | the OMol25 dataset | wB97M-V/def2-TZVPD
H 1.32286 0.62324 0.77607
H 1.68968 0.47140 -0.82017
O -0.97082 1.71924 0.56784
C 1.12379 0.07611 -0.04690
O -2.06243 -1.47351 0.48316
S -0.62263 0.77089 -0.48088
N -1.31879 -1.16794 -0.37185
H 0.83834 -1.01943 -0.10727
```


[9]
Computed, not measured: a single CH3NO2S molecule at a distorted geometry, with wB97M-V/def2-TZVPD.

Computed properties:
Energy above the lowest of the compared OMol25 structures with the same formula, charge and spin in eV: 1.771
Net charge: 0
Lowest unoccupied orbital energy in eV: 0.415
Gap between HOMO and LUMO in eV: 9.64
Spin multiplicity: 1
E_HOMO in eV: -9.22

Structure (XYZ):
```
8
CH3NO2S | the OMol25 dataset | wB97M-V/def2-TZVPD
O -1.24829 0.88584 1.01994
S -0.72880 -0.44771 1.81710
H -0.82481 1.74422 1.40144
H 0.32574 -1.38882 -0.04883
C 0.70220 -0.59559 0.56844
N 1.43441 0.40138 0.45505
H 2.17507 0.48670 -0.29195
O -1.57353 -1.54641 1.42109
```


[10]
Computed, not measured: 2 unconnected molecules or ions with the total composition CH3NO2S at a distorted geometry, with wB97M-V/def2-TZVPD.

Computed properties:
SMILES string: O=NO.C=S
Energy above the lowest of the compared OMol25 structures with the same formula, charge and spin in eV: 4.010
Net charge: 0
Lowest unoccupied orbital energy in eV: -0.364
Gap between HOMO and LUMO in eV: 8.29
Spin multiplicity: 1
E_HOMO in eV: -8.65

Structure (XYZ):
```
8
CH3NO2S | the OMol25 dataset | wB97M-V/def2-TZVPD
H -1.91152 -1.21246 2.38057
H 1.59913 0.93342 -2.14386
H 1.28659 0.56168 -0.26092
O -0.46077 -1.47726 -0.15421
O -1.83922 -1.65413 1.57474
C 1.37571 1.18915 -1.13857
N -0.82793 -1.01668 0.94323
S 0.77801 2.67628 -1.20099
```


[11]
Computed, not measured: a single CH3NO2S2 molecule at a distorted geometry, with wB97M-V/def2-TZVPD.

Computed properties:
SMILES string: O=C(NS)OS
Energy above the lowest of the compared OMol25 structures with the same formula, charge and spin in eV: 1.498
Net charge: 0
Lowest unoccupied orbital energy in eV: -0.586
Gap between HOMO and LUMO in eV: 8.78
Spin multiplicity: 1
E_HOMO in eV: -9.37

Structure (XYZ):
```
9
CH3NO2S2 | the OMol25 dataset | wB97M-V/def2-TZVPD
S -2.97269 -0.17381 -0.00176
O -0.65773 1.29523 0.62062
H -2.74509 1.01222 -0.61071
H 3.46238 -0.03962 0.60177
H 1.02820 -1.45957 -0.30794
S 2.51398 0.32818 -0.30884
C -0.41628 0.22894 0.12740
O -1.30395 -0.62159 -0.37207
N 1.09118 -0.56998 0.25153
```


[12]
Computed, not measured: a single CH3NO2S2 molecule at a distorted geometry, with wB97M-V/def2-TZVPD.

Computed properties:
⟨S²⟩: 2.01
Energy above the lowest of the compared OMol25 structures with the same formula, charge and spin in eV: 1.261
Net charge: 0
Lowest unoccupied orbital energy (spin up / spin down) in eV: 0.687 / -2.324
Gap between HOMO and LUMO (spin up / spin down) in eV: 8.99 / 6.59
Spin multiplicity: 3
E_HOMO (spin up / spin down) in eV: -8.31 / -8.92

Structure (XYZ):
```
9
CH3NO2S2 | the OMol25 dataset | wB97M-V/def2-TZVPD
O -0.98385 -0.34230 0.85268
S -2.55324 -0.13113 0.36749
O -2.49149 0.31726 -1.03724
H 1.72063 -0.87759 -0.51375
N -0.06863 -0.21741 -0.22024
H -0.33634 0.46742 -1.03000
C 1.30429 -0.20869 0.27142
S 1.96169 1.48351 0.08227
H 1.44696 -0.49106 1.22738
```


[13]
Computed, not measured: a molecular structure, CH3NO2S3 at a distorted geometry, with wB97M-V/def2-TZVPD.

Computed properties:
Energy above the lowest of the compared OMol25 structures with the same formula, charge and spin in eV: 1.303
Net charge: 0
Lowest unoccupied orbital energy in eV: -0.444
Gap between HOMO and LUMO in eV: 8.85
Spin multiplicity: 1
E_HOMO in eV: -9.29

Structure (XYZ):
```
10
CH3NO2S3 | the OMol25 dataset | wB97M-V/def2-TZVPD
S -1.57443 -0.36831 0.02820
O -3.30965 -0.23684 0.58043
N 0.84893 0.63576 -0.50055
H -3.50481 -0.47008 1.52095
O -0.35813 2.08004 0.73106
S 0.91998 -1.05127 -0.97800
C -0.25142 1.05408 0.16146
H 2.64644 1.54588 -1.66318
S 2.24284 1.59842 -0.32170
H 1.57978 -1.40365 0.20712
```


[14]
Computed, not measured: 2 unconnected molecules or ions with the total composition CH3NO3 at a distorted geometry, with wB97M-V/def2-TZVPD.

Computed properties:
Energy above the lowest of the compared OMol25 structures with the same formula, charge and spin in eV: 5.703
Net charge: 0
Lowest unoccupied orbital energy (spin up / spin down) in eV: -1.126 / -1.252
Gap between HOMO and LUMO (spin up / spin down) in eV: 8.38 / 8.70
Spin multiplicity: 1
E_HOMO (spin up / spin down) in eV: -9.50 / -9.95

Structure (XYZ):
```
8
CH3NO3 | the OMol25 dataset | wB97M-V/def2-TZVPD
O -0.79826 1.30131 -0.52703
O 1.13532 1.66504 0.36512
O -1.14139 -1.03860 0.02028
C 0.04951 -0.59382 0.33604
H 1.53208 -0.92555 -0.98217
H 0.59803 -1.08322 1.23560
N 0.25803 0.91039 0.01034
H -1.63333 -0.23555 -0.45820
```


[15]
Computed, not measured: a single CH3NO3 molecule at a distorted geometry, with wB97M-V/def2-TZVPD.

Computed properties:
SMILES string: CO[N+](=O)[O-]
Energy above the lowest of the compared OMol25 structures with the same formula, charge and spin in eV: 3.561
Net charge: 0
Lowest unoccupied orbital energy in eV: 0.536
Gap between HOMO and LUMO in eV: 11.58
Spin multiplicity: 1
E_HOMO in eV: -11.04

Structure (XYZ):
```
8
CH3NO3 | the OMol25 dataset | wB97M-V/def2-TZVPD
O -2.39632 0.53671 0.05920
O -0.14651 0.83350 0.21013
O -1.11839 -1.12468 -0.37126
H 1.16448 -0.37410 -0.84414
N -1.40478 -0.03302 -0.11791
H 1.02031 -0.80322 0.64422
H 1.81560 0.82903 0.34202
C 1.06560 0.13577 0.07773
```


[16]
Computed, not measured: a molecular structure, CH3NO3S at a distorted geometry, with wB97M-V/def2-TZVPD.

Computed properties:
Energy above the lowest of the compared OMol25 structures with the same formula, charge and spin in eV: 2.650
Net charge: 0
Lowest unoccupied orbital energy in eV: 0.216
Gap between HOMO and LUMO in eV: 10.72
Spin multiplicity: 1
E_HOMO in eV: -10.50

Structure (XYZ):
```
9
CH3NO3S | the OMol25 dataset | wB97M-V/def2-TZVPD
C -1.49965 0.26420 -0.12324
H -2.06340 0.00981 -1.01587
N -0.14404 -0.96214 0.12348
S 1.15572 0.05291 0.24655
O -1.55405 1.06253 0.69490
O 2.35070 -0.73694 0.15942
H 0.92709 0.66557 1.37703
O 0.95181 1.09488 -0.73148
H -0.12418 -1.45082 -0.73078
```


[17]
Computed, not measured: 2 unconnected molecules or ions with the total composition CH3NO3S at a distorted geometry, with wB97M-V/def2-TZVPD.

Computed properties:
Energy above the lowest of the compared OMol25 structures with the same formula, charge and spin in eV: 8.401
Net charge: 0
Lowest unoccupied orbital energy (spin up / spin down) in eV: -1.647 / -1.455
Gap between HOMO and LUMO (spin up / spin down) in eV: 7.83 / 7.95
Spin multiplicity: 1
E_HOMO (spin up / spin down) in eV: -9.47 / -9.40

Structure (XYZ):
```
9
CH3NO3S | the OMol25 dataset | wB97M-V/def2-TZVPD
O 1.97961 0.88928 -1.36101
S 0.57913 -1.35064 -0.11684
O -0.01876 1.32896 0.43585
O 3.68080 -0.64738 0.84122
N 1.95543 0.26602 -0.32808
C 0.90271 0.37892 0.60798
H 0.08026 1.72172 -0.45408
H 1.21423 0.22648 1.63934
H -0.18613 -0.90620 -1.13825
```


[18]
Computed, not measured: 2 unconnected molecules or ions with the total composition CH3NO4 at a distorted geometry, with wB97M-V/def2-TZVPD.

Computed properties:
SMILES string: O=[N+]([O-])O.C=O
Energy above the lowest of the compared OMol25 structures with the same formula, charge and spin in eV: 3.259
Net charge: 0
Lowest unoccupied orbital energy in eV: 0.116
Gap between HOMO and LUMO in eV: 10.73
Spin multiplicity: 1
E_HOMO in eV: -10.61

Structure (XYZ):
```
9
CH3NO4 | the OMol25 dataset | wB97M-V/def2-TZVPD
H 1.24802 1.06897 0.99518
O -2.57601 0.57106 0.27343
N -3.60962 0.01712 0.04054
O -4.75298 0.34073 0.22525
H -2.36242 -1.53569 -0.12350
H 0.88732 1.14587 -0.61091
C 0.66981 0.53932 0.23993
O 0.07174 -0.52669 0.30460
O -3.39332 -1.35202 -0.17180
```


[19]
Computed, not measured: a single CH3NO4 molecule at a distorted geometry, with wB97M-V/def2-TZVPD.

Computed properties:
SMILES string: O=[N+]([O-])C(O)O
Energy above the lowest of the compared OMol25 structures with the same formula, charge and spin in eV: 1.878
Net charge: 0
Lowest unoccupied orbital energy in eV: 0.106
Gap between HOMO and LUMO in eV: 11.33
Spin multiplicity: 1
E_HOMO in eV: -11.22

Structure (XYZ):
```
9
CH3NO4 | the OMol25 dataset | wB97M-V/def2-TZVPD
O 0.35875 1.08519 0.44277
H 1.19811 -0.71831 -0.60792
O 0.27018 -0.82935 -1.01698
O -2.48093 -0.65796 0.82115
H 0.54239 1.90672 -0.05833
N -1.30160 -0.58218 0.92990
C -0.54688 0.24858 -0.15438
H -1.28660 0.68561 -0.94643
O -0.59292 -1.25596 1.61483
```


[20]
Computed, not measured: a single CH3NO4 molecule at a distorted geometry, with wB97M-V/def2-TZVPD.

Computed properties:
SMILES string: O=[N+]([O-])C(O)O
Energy above the lowest of the compared OMol25 structures with the same formula, charge and spin in eV: 1.404
Net charge: 0
Lowest unoccupied orbital energy in eV: 0.112
Gap between HOMO and LUMO in eV: 10.17
Spin multiplicity: 1
E_HOMO in eV: -10.06

Structure (XYZ):
```
9
CH3NO4 | the OMol25 dataset | wB97M-V/def2-TZVPD
O 0.77834 -1.06682 -0.46900
C 0.33640 -0.18055 0.46603
O -2.12986 -0.62662 0.32690
N -1.30289 0.13656 -0.05245
O 0.98585 0.95581 0.58542
O -1.48130 1.10018 -0.76079
H 0.12731 -0.85274 1.38757
H 1.46629 1.21494 -0.19860
H 1.21986 -0.68076 -1.28509
```